[1]
Here is a 2-piece molecular cluster, C4H14NSi overall at a distorted geometry from the Open Molecules 2025 dataset. Energies are from ωB97M-V/def2-TZVPD.

Structure (ORCA input):
```
! RIJCOSX wB97M-V def2-TZVPD def2/J DEFGRID3
* xyz 1 1
C -1.94857 -0.87144 -0.06704
C -0.86709 0.90582 1.23315
C -0.87875 0.20911 -0.20992
C 0.26321 0.01298 -0.97379
N 1.28826 -1.34090 0.47127
Si 1.72170 1.26773 -1.14579
H -1.90869 -1.47297 -0.90062
H -2.93256 -0.55961 0.26752
H -1.77203 -1.68724 0.68961
H 0.10167 1.33454 1.26073
H -1.72868 1.55552 1.44358
H -0.84199 0.09872 2.06208
H -1.22178 1.04507 -1.06661
H 0.08068 -0.74103 -1.72077
H 2.24253 -1.23129 0.20686
H 1.11170 -0.65259 1.22453
H 1.00948 -2.25416 0.71030
H 2.81329 0.27944 -1.10090
H 2.02102 2.03970 0.02697
H 1.44661 2.06259 -2.41116
*
```

## Properties
Frontier orbital gap ... 10.642 eV
Energy above the lowest of the compared OMol25 structures with the same formula, charge and spin ... 346.9 kJ/mol
Energy ... -13733.0094 eV

[2]
Here is a 3-piece molecular cluster, C4H14O2 overall at a distorted geometry from the Open Molecules 2025 dataset. Energies are from ωB97M-V/def2-TZVPD.

Structure (ORCA input):
```
! RIJCOSX wB97M-V def2-TZVPD def2/J DEFGRID3
* xyz 0 1
C -1.24155 -1.41143 -0.35079
C -0.56086 -0.05544 -0.55312
C 0.65622 0.10527 0.31971
C -0.01225 0.06800 -2.19212
H -0.79354 -2.17541 0.23574
H -2.32208 -1.24686 0.00393
H -1.25403 -1.86946 -1.30008
H -1.34720 0.81076 -0.38226
H 1.57882 0.64385 -0.21344
H 1.16254 -0.97835 0.45899
H 0.50178 0.43279 1.28096
H -0.82563 0.47486 -2.87093
H 0.86559 0.74199 -2.35748
H 0.19030 -0.92528 -2.50523
O 0.96198 -1.10073 2.86425
H 0.03680 -1.43863 3.10617
H 0.88620 -0.18231 3.22359
O 0.25004 2.93080 0.32451
H 1.08290 3.17173 0.03696
H 0.18398 2.00385 0.87064
*
```

## Properties
Frontier orbital gap ... 11.049 eV
Energy above the lowest of the compared OMol25 structures with the same formula, charge and spin ... 260.6 kJ/mol
Energy ... -8467.6583 eV